A 3-piece molecular cluster, H6O3 overall. Source: the OMol25 dataset; level of theory: ωB97M-V/def2-TZVPD.

Properties
- E_LUMO: 0.62 eV
- Electronic energy: -229.3066 hartree
- Orbital gap: 11.89 eV
- Maximum force: 0.39 eV/Å
- E_HOMO: -0.4139 hartree
- ΔE to the lowest compared entry with this formula, charge and spin: 0.502 eV
- Molar mass: 54.0 u
- Total charge: 0
- SMILES string: O.O.O

The geometry in XYZ format:
```
9
Properties=species:S:1:pos:R:3:forces:R:3
O -4.37913 0.53353 6.04363 0.210 0.142 0.186
H -4.81217 -0.30757 5.89784 -0.113 -0.371 -0.063
H -4.71763 1.10097 5.35105 -0.072 0.156 -0.149
O -4.89095 -2.59771 4.26528 -0.044 0.153 0.255
H -4.18801 -2.31692 3.67938 0.244 0.087 -0.114
H -5.45882 -3.13882 3.71671 -0.193 -0.154 -0.088
O -1.04472 1.99135 8.36420 0.256 0.027 0.134
H -1.62635 1.24954 8.19792 -0.179 -0.219 -0.076
H -1.51208 2.74719 8.00851 -0.108 0.178 -0.085
```
Positions in Å, forces in eV/Å.

---

C4H13N3 in the gas phase. Source: the OMol25 dataset; level of theory: ωB97M-V/def2-TZVPD.

Properties
- E_LUMO: 1.00 eV
- Electronic energy: -324.4553 hartree
- Orbital gap: 9.68 eV
- Maximum force: 0.92 eV/Å
- E_HOMO: -0.3191 hartree
- ΔE to the lowest compared entry with this formula, charge and spin: 0.533 eV
- Molar mass: 103.2 u
- Total charge: 0
- SMILES string: NCC[C@@H](N)CN

The geometry in XYZ format:
```
20
Properties=species:S:1:pos:R:3:forces:R:3
N -0.36912 1.05234 0.91026 0.109 0.178 -0.362
C -0.05152 0.32154 -0.33263 0.091 0.861 0.250
C 0.66773 -1.00247 -0.07249 -0.532 -0.138 0.189
C 0.14441 -1.84237 1.09649 0.108 -0.273 -0.315
N -1.29008 -2.03085 0.98186 -0.456 0.036 -0.179
C 0.84120 1.21466 -1.19830 0.479 0.338 -0.702
N 0.32797 2.56421 -1.44673 -0.352 -0.152 -0.057
H -0.04542 0.56580 1.73195 -0.128 0.033 0.051
H -1.36918 1.17662 0.96854 0.062 -0.151 0.362
H -1.00037 0.26671 -0.86864 0.001 -0.677 -0.147
H 0.62725 -1.64366 -0.96273 0.126 0.251 -0.014
H 1.70678 -0.74840 0.12106 0.275 -0.173 -0.030
H 0.35992 -1.40744 2.07359 0.050 0.169 -0.037
H 0.68970 -2.79244 1.06028 0.135 -0.033 0.117
H -1.53163 -2.33454 0.04265 -0.003 -0.036 0.175
H -1.64823 -2.71868 1.63412 0.099 0.042 -0.072
H 1.05281 0.74870 -2.17402 -0.255 -0.079 0.193
H 1.83491 1.32538 -0.75776 -0.035 -0.148 0.441
H -0.12555 2.63619 -2.35141 -0.032 -0.078 0.217
H -0.34271 2.81745 -0.72441 0.256 0.030 -0.080
```
Positions in Å, forces in eV/Å.

---

C37H31BrPRhTe as an isolated structure. Source: the OMol25 dataset; level of theory: ωB97M-V/def2-TZVPD.

Properties
- E_LUMO (alpha / beta): 0.40 / -2.30 eV
- Electronic energy: -4722.3677 hartree
- Expectation value of S²: 6.014
- Orbital gap (alpha / beta): 7.42 / 5.29 eV
- Multiplicity: 5
- Maximum force: 0.27 eV/Å
- E_HOMO (alpha / beta): -0.2580 / -0.2791 hartree
- ΔE to the lowest compared entry with this formula, charge and spin: 0.000 eV
- Molar mass: 817.0 u
- Total charge: 0

The geometry in XYZ format:
```
72
Properties=species:S:1:pos:R:3:forces:R:3
Rh 0.91182 0.14453 -1.06094 0.084 0.008 -0.186
Br -0.81636 -1.76430 -1.90140 0.095 0.035 0.000
C -2.31680 -0.59665 -1.69956 -0.039 -0.042 -0.034
C -3.54088 -1.13140 -1.96660 0.061 -0.037 -0.012
C -4.68851 -0.32430 -1.83256 -0.018 0.066 0.012
C -4.56256 0.97404 -1.43422 -0.018 -0.041 -0.024
C -3.29165 1.53216 -1.15026 0.006 0.001 -0.012
C -3.17391 2.87720 -0.72646 0.039 0.017 -0.016
C -1.94623 3.40656 -0.45107 -0.021 -0.003 0.017
C -0.78678 2.61720 -0.59490 -0.044 -0.082 0.251
C -0.83060 1.30375 -0.99976 -0.025 -0.039 0.193
C -2.11323 0.74357 -1.28165 0.019 0.043 0.003
H -3.62983 -2.16432 -2.27520 0.003 0.003 0.000
H -5.66203 -0.74590 -2.04558 -0.001 0.001 0.001
H -5.43796 1.60320 -1.32457 -0.004 -0.003 -0.001
H -4.07458 3.47053 -0.62328 0.000 0.004 0.002
H -1.85780 4.43480 -0.12124 -0.005 0.001 -0.001
H 0.17181 3.07288 -0.36260 0.003 0.001 -0.007
C 0.15534 -0.34334 6.75017 0.002 -0.009 0.010
C -0.01541 -1.53877 6.06722 -0.002 0.003 0.008
C -0.01850 -1.55662 4.67905 0.009 0.010 -0.022
C 0.14185 -0.37696 3.95544 0.013 -0.026 0.021
C 0.29612 0.82064 4.65340 -0.006 0.009 0.002
C 0.31351 0.83860 6.03978 -0.001 0.006 -0.006
P 0.17836 -0.27912 2.12215 -0.044 0.044 0.060
C -0.43291 -1.94630 1.67330 0.011 0.000 -0.029
C 0.38709 -3.03376 1.38322 -0.006 0.005 0.006
C -0.16678 -4.25406 1.02000 0.000 -0.013 0.001
C -1.54498 -4.40382 0.95038 0.010 -0.006 -0.002
C -2.37029 -3.32571 1.23940 -0.015 0.000 -0.011
C -1.81574 -2.10379 1.58808 -0.011 0.008 -0.027
C 1.96729 -0.41588 1.76655 0.005 0.008 -0.046
C 2.93782 -0.68033 2.72873 0.016 0.011 -0.013
C 4.27890 -0.74218 2.37078 -0.003 0.000 0.015
C 4.65076 -0.54479 1.05050 0.022 -0.004 -0.006
C 3.68157 -0.28170 0.08854 -0.028 -0.008 -0.027
C 2.32820 -0.21104 0.42322 -0.014 -0.026 0.079
H 0.15965 -0.33136 7.83264 -0.001 0.000 -0.001
H -0.14401 -2.46344 6.61583 0.002 0.001 0.001
H -0.14696 -2.49638 4.15644 0.002 -0.001 0.001
H 0.40325 1.74770 4.10070 0.002 -0.001 0.000
H 0.43993 1.77614 6.56621 0.001 0.001 -0.002
H 1.46378 -2.92381 1.43230 -0.001 0.004 0.001
H 0.48160 -5.09131 0.79280 -0.003 0.000 -0.001
H -1.97432 -5.35642 0.66655 0.002 0.001 0.000
H -3.44641 -3.43155 1.17874 0.001 -0.001 0.000
H -2.46282 -1.25490 1.78399 0.007 0.003 0.002
H 2.65230 -0.83366 3.76264 -0.008 -0.004 -0.003
H 5.02982 -0.94233 3.12486 0.001 -0.001 -0.002
H 5.69567 -0.58876 0.76738 -0.001 0.002 0.002
H 3.99900 -0.12799 -0.93866 0.003 0.004 0.001
C -3.36802 -0.25405 -6.57917 -0.015 0.000 -0.002
C -2.07447 0.04537 -5.87332 -0.012 0.027 0.025
C -1.87116 1.25801 -5.23103 -0.023 -0.033 -0.007
C -0.68598 1.54625 -4.56076 0.006 0.005 0.056
C -0.50248 2.87276 -3.88287 0.063 0.037 -0.107
C 0.30816 0.56942 -4.53530 -0.049 0.005 -0.062
Te 2.06038 0.89404 -3.40252 -0.106 -0.047 0.121
C 0.14932 -0.65159 -5.19700 0.048 0.046 -0.019
C 1.24264 -1.68245 -5.20740 -0.016 -0.020 0.019
C -1.04810 -0.89251 -5.85528 0.011 -0.008 0.002
H -4.08680 0.55290 -6.44298 0.000 0.000 0.001
H -3.81549 -1.17366 -6.19835 -0.001 0.000 0.001
H -3.20863 -0.38728 -7.65080 0.003 -0.001 0.001
H -2.65920 2.00321 -5.23782 0.002 0.007 -0.003
H -1.38324 3.50060 -4.01100 -0.009 0.014 0.004
H 0.35641 3.40830 -4.29739 0.002 0.009 -0.031
H -0.34219 2.74293 -2.80989 0.029 0.043 -0.264
H 1.57646 -1.91161 -4.19159 -0.008 -0.052 0.038
H 2.11469 -1.33186 -5.76621 -0.018 0.019 0.011
H 0.90269 -2.61077 -5.66453 -0.002 0.003 0.008
H -1.18469 -1.84213 -6.36250 0.001 -0.004 0.006
```
Positions in Å, forces in eV/Å.

---

C20H20Co2N3O6 as an isolated structure at a distorted geometry. Source: the OMol25 dataset; level of theory: ωB97M-V/def2-TZVPD.

Properties
- E_LUMO: 2.43 eV
- Electronic energy: -4155.2165 hartree
- Orbital gap: 5.00 eV
- Maximum force: 4.77 eV/Å
- E_HOMO: -0.0946 hartree
- ΔE to the lowest compared entry with this formula, charge and spin: 1.696 eV
- Molar mass: 516.3 u
- Total charge: -1

The geometry in XYZ format:
```
51
Properties=species:S:1:pos:R:3:forces:R:3
O -0.09969 -4.80061 1.80499 0.695 0.789 0.775
C 0.45877 -3.98514 2.41376 -0.836 -1.292 -1.223
Co 1.38994 -2.74602 3.25692 -0.617 0.952 -0.384
C 1.33101 -2.78246 5.03730 0.156 -0.016 1.718
O 1.32570 -2.85464 6.20002 0.001 0.070 -1.568
C 3.03749 -3.13453 2.80762 0.649 0.769 -0.630
O 4.11911 -3.36771 2.44791 -1.179 -0.049 0.562
C 1.36592 -0.88763 2.34957 3.865 1.136 0.180
C 0.84753 -0.59233 1.11085 2.719 -0.625 -2.982
C 1.13693 -0.44489 -0.25414 -0.204 -4.004 1.908
C 0.36398 -1.49529 -1.06453 -0.086 1.521 0.210
C 1.04341 -2.40499 -1.89924 0.463 0.065 -0.042
C 0.37809 -3.39294 -2.61638 -0.352 0.157 0.120
C -1.01239 -3.51777 -2.52061 0.061 0.271 -0.113
C -1.71940 -2.64723 -1.68735 0.185 0.380 0.107
C -1.03814 -1.64331 -0.97212 -0.480 -0.074 -0.088
Co -0.42971 -0.66506 2.35654 -4.206 -1.577 1.618
C -1.34196 0.61680 1.60574 -0.411 1.779 -0.228
O -1.92899 1.49646 1.11929 0.534 -1.253 0.372
C -0.78292 -0.49949 4.07315 -0.140 0.575 2.209
O -1.03943 -0.40297 5.19688 0.276 -0.124 -1.366
C -1.59379 -2.03916 2.15338 -1.476 -1.215 -0.201
O -2.50354 -2.75097 2.16053 1.155 0.853 -0.048
H 2.16612 -0.29234 2.85239 -0.630 -0.454 -0.327
H 2.19260 -0.30574 -0.54634 -0.545 -0.801 0.246
H 2.13587 -2.36082 -1.96109 -0.350 0.114 0.017
H 0.92912 -4.06970 -3.27273 -0.052 0.205 0.246
H -1.53341 -4.23645 -3.14986 0.043 0.001 0.274
H -2.81853 -2.73089 -1.61942 0.703 0.099 0.054
H -1.60947 -0.95800 -0.32495 0.364 -0.466 -0.529
C -1.51733 2.64399 -2.83931 -0.472 0.138 -0.584
N -0.27026 2.17382 -2.29400 0.023 0.250 -0.516
C 0.34613 1.14270 -3.09806 0.125 -0.317 -0.212
C 0.23578 2.39709 -1.05374 1.826 -1.426 1.648
N 1.10490 1.51781 -0.56971 -0.805 3.086 -1.291
N -0.06257 3.49655 -0.30953 -0.401 0.849 0.628
C -0.98223 4.50584 -0.76024 -0.242 0.080 0.052
C 0.51426 3.68556 1.03031 -0.238 -0.261 -0.398
H -1.50711 3.73964 -2.95682 -0.367 -0.566 -0.065
H -1.58610 2.21339 -3.86211 -0.177 0.264 0.752
H -2.39672 2.30752 -2.25044 0.357 0.239 -0.344
H 1.35524 0.96577 -2.74661 0.029 -0.116 0.004
H -0.21893 0.20392 -3.06532 0.122 0.044 0.033
H 0.37857 1.49407 -4.13228 0.050 -0.037 -0.029
H 1.46917 1.86041 0.32212 -0.114 -0.709 -0.396
H -0.60294 4.98360 -1.67094 -0.170 0.203 0.141
H -1.96945 4.07418 -0.95967 0.098 0.370 0.155
H -1.08177 5.24316 0.03638 -0.068 0.049 -0.249
H 1.58150 3.46261 1.01511 0.050 0.180 0.091
H 0.39976 4.73563 1.31348 -0.020 -0.231 -0.071
H 0.03986 3.04858 1.79332 0.090 0.124 -0.234
```
Positions in Å, forces in eV/Å.